C3H4O2S2 in the gas phase in a non-equilibrium geometry. Source: OMol25; level of theory: ωB97M-V with the def2-TZVPD basis set.

Results
ΔE to the lowest compared entry with this formula, charge and spin in eV: 1.4697
Net charge: 0
M in g/mol: 136.197
Maximum force in eV Å⁻¹: 2.949
Structure (SMILES): O=CSCOC=S
HOMO-LUMO gap in eV: 8.9
2S+1: 1
HOMO in Ha: -0.3470

Geometry (Å):
C1 1.735 -0.269 0.471
C2 -0.882 0.712 1.133
C3 -1.827 -0.288 -0.934
H1 1.004 -1.103 0.493
H2 -1.192 1.410 1.900
H3 -0.704 -0.355 1.467
H4 -2.549 0.023 -1.676
O1 2.944 -0.248 0.277
O2 -1.919 0.591 0.142
S1 0.836 1.318 0.562
S2 -0.768 -1.546 -1.160

Forces on atoms 1 to 3 (eV/Å):
C 1.829 1.321 -0.668
C 1.532 -2.282 -1.042
C 1.630 0.124 1.672